Density functional theory data (ωB97M-V/def2-TZVPD) for one molecule with the formula C16H15ClFNO4S.

```
39
Properties=species:S:1:pos:R:3:forces:R:3
O 0.31132 3.88035 3.96582 0.24 0.08 -0.03
C -0.59212 3.11629 3.75449 0.11 0.05 -0.04
O -1.76027 3.19208 4.40247 -0.63 -0.14 0.22
H -1.74628 3.92084 5.04343 0.26 -0.06 -0.20
C -0.58345 1.99315 2.75361 0.18 0.09 0.12
H -0.92625 1.07734 3.23541 -0.08 0.14 -0.04
C 0.80701 1.79270 2.15871 -0.25 0.20 0.70
N 0.75160 0.90028 1.00942 -0.15 -0.94 0.17
S 0.71094 -0.72793 1.42401 -0.49 -0.37 -0.41
O 1.99355 -1.34113 1.23187 0.09 0.10 -0.21
O 0.09008 -0.86846 2.70527 -0.16 0.30 0.11
C -0.40554 -1.45036 0.20789 0.30 0.35 0.57
C -0.01645 -2.58357 -0.48263 -0.02 0.02 0.04
C -0.86900 -3.18473 -1.39064 -0.17 0.00 0.04
C -2.12956 -2.64135 -1.59856 0.34 0.20 0.40
C -2.54820 -1.51612 -0.90298 0.13 0.01 0.15
C -1.67239 -0.93791 -0.00124 -0.26 -0.16 -0.14
F -2.06813 0.15862 0.65901 -0.06 -0.07 -0.03
H -3.52812 -1.09289 -1.05466 -0.07 0.06 -0.01
Cl -3.19067 -3.36341 -2.73888 -0.20 -0.13 -0.24
H -0.56294 -4.06328 -1.93499 0.02 -0.07 -0.06
H 0.97125 -2.97288 -0.29544 0.12 -0.08 -0.06
C 1.72960 1.15324 -0.03962 0.37 -0.01 -0.32
C 1.32369 0.43106 -1.29311 0.22 0.12 -0.41
C 0.12865 0.76261 -1.92146 0.18 0.04 -0.08
C -0.27776 0.08679 -3.05714 -0.06 0.09 0.00
C 0.51155 -0.92282 -3.58233 0.07 -0.06 -0.05
C 1.70819 -1.24946 -2.96868 0.08 0.00 -0.11
C 2.11261 -0.57660 -1.82809 0.02 0.18 -0.04
H 3.03823 -0.84119 -1.34053 0.10 -0.05 0.09
H 2.32936 -2.03154 -3.37899 0.06 -0.09 -0.03
H 0.19522 -1.44937 -4.47028 -0.04 -0.06 -0.08
H -1.20857 0.35000 -3.53739 -0.10 0.02 -0.04
H -0.48222 1.55165 -1.50834 -0.13 0.09 0.08
H 1.74697 2.23126 -0.22304 -0.04 -0.10 0.10
H 2.72842 0.82632 0.27584 -0.04 0.17 -0.10
H 1.48215 1.40004 2.92719 0.03 0.22 -0.02
H 1.19547 2.75953 1.83105 0.04 -0.19 -0.06
H -1.29796 2.23084 1.96355 -0.03 0.01 0.02
```
Forces are in eV/Å.

Results
Gap between HOMO and LUMO = 9.48 eV
M = 371.8 u
F_max = 0.01889 hartree/bohr
SMILES = O=C(O)CCN(Cc1ccccc1)S(=O)(=O)c1ccc(Cl)cc1F